{"formula": "C44H117N5O24", "method": "ωB97M-V/def2-TZVPD", "de_lowest_kcal_mol": 84.1, "spin_multiplicity": 1, "total_energy_ev": -104102.9305, "homo_ha": -0.3049, "gap_ha": 0.3065, "species": ["C", "O", "C", "C", "N", "C", "C", "O", "C", "H", "H", "H", "H", "H", "H", "H", "H", "H", "H", "H", "H", "H", "H", "H", "C", "O", "C", "C", "N", "C", "C", "O", "C", "H", "H", "H", "H", "H", "H", "H", "H", "H", "H", "H", "H", "H", "H", "H", "C", "O", "C", "C", "N", "C", "C", "O", "C", "H", "H", "H", "H", "H", "H", "H", "H", "H", "H", "H", "H", "H", "H", "H", "C", "O", "C", "C", "N", "C", "C", "O", "C", "H", "H", "H", "H", "H", "H", "H", "H", "H", "H", "H", "H", "H", "H", "H", "C", "O", "C", "C", "N", "C", "C", "O", "C", "H", "H", "H", "H", "H", "H", "H", "H", "H", "H", "H", "H", "H", "H", "H", "O", "C", "C", "O", "H", "H", "H", "H", "H", "H", "O", "C", "C", "O", "H", "H", "H", "H", "H", "H", "O", "C", "C", "O", "H", "H", "H", "H", "H", "H", "O", "C", "C", "O", "H", "H", "H", "H", "H", "H", "O", "C", "C", "O", "H", "H", "H", "H", "H", "H", "O", "C", "C", "O", "H", "H", "H", "H", "H", "H", "O", "C", "C", "O", "H", "H", "H", "H", "H", "H"], "xyz": [[-18.112090, 8.546370, 6.089430], [-16.698230, 8.508980, 5.633420], [-16.530800, 9.147170, 4.327650], [-16.611340, 10.722700, 4.316520], [-15.411740, 11.352840, 4.905980], [-15.395490, 11.225040, 6.312630], [-14.500330, 12.363250, 6.851300], [-15.222970, 13.610150, 6.923990], [-14.308970, 14.630350, 7.377470], [-18.176370, 8.232650, 7.131330], [-18.665960, 7.846440, 5.463790], [-18.557500, 9.533390, 5.964910], [-17.183220, 8.723320, 3.564230], [-15.561500, 8.859680, 3.920340], [-17.541980, 11.049350, 4.780530], [-16.695120, 11.085740, 3.292170], [-15.655120, 12.310580, 4.697180], [-15.171780, 10.194740, 6.589310], [-16.392020, 11.392420, 6.721290], [-13.599780, 12.502770, 6.253280], [-14.234840, 12.071630, 7.867450], [-14.789490, 15.577260, 7.623560], [-13.570050, 14.878590, 6.615580], [-13.833630, 14.276030, 8.292140], [-14.016330, 10.827940, 10.615730], [-12.702560, 11.181020, 10.289090], [-12.120340, 12.004370, 11.276600], [-10.681890, 12.389180, 10.958010], [-10.566880, 13.404490, 9.895520], [-11.158860, 12.899850, 8.670580], [-10.799150, 13.761470, 7.488850], [-11.270080, 13.146930, 6.276540], [-11.220100, 14.001860, 5.117120], [-14.145740, 10.374480, 11.598440], [-14.511950, 10.254660, 9.832270], [-14.582850, 11.759120, 10.623920], [-12.111940, 11.448740, 12.214310], [-12.800640, 12.825570, 11.502260], [-10.147700, 11.502350, 10.617020], [-10.253330, 12.761660, 11.888430], [-11.091420, 14.197190, 10.236960], [-12.220520, 12.683830, 8.790260], [-10.727350, 11.919270, 8.469670], [-9.762960, 14.099020, 7.467250], [-11.379790, 14.683900, 7.497960], [-11.703990, 14.957250, 5.320050], [-11.656950, 13.436920, 4.293650], [-10.172510, 14.236320, 4.928180], [-19.853470, 15.413750, -0.924740], [-19.806370, 16.634570, -0.201750], [-19.017230, 17.628710, -0.868890], [-18.486910, 18.659470, 0.208320], [-17.620680, 18.041200, 1.218330], [-17.150910, 18.911360, 2.302030], [-18.286460, 19.390890, 3.280010], [-19.184340, 18.231510, 3.583850], [-20.071940, 18.495060, 4.680900], [-20.763760, 14.860540, -0.693600], [-18.973870, 14.817690, -0.681620], [-19.956710, 15.591690, -1.995150], [-19.644500, 18.113110, -1.617220], [-18.177840, 17.167190, -1.389010], [-19.402150, 19.146360, 0.545020], [-17.909880, 19.373910, -0.378800], [-18.279750, 17.534430, 1.791840], [-16.787310, 19.856650, 1.899140], [-16.207870, 18.496940, 2.658460], [-18.912250, 20.180400, 2.863890], [-17.870740, 19.733420, 4.227610], [-19.667470, 19.096800, 5.494790], [-20.211050, 17.547660, 5.201660], [-21.069040, 18.856200, 4.428960], [-10.818180, 9.121850, 0.356110], [-11.612470, 10.170890, -0.140940], [-11.433270, 11.377730, 0.473080], [-12.142610, 12.525300, -0.226270], [-11.443420, 12.636550, -1.472710], [-12.092610, 13.734770, -2.259460], [-11.206600, 13.951850, -3.590780], [-10.968170, 12.679280, -4.204320], [-10.003490, 12.882400, -5.320640], [-10.624250, 9.136890, 1.428610], [-9.859380, 9.317430, -0.124050], [-11.197740, 8.126940, 0.123290], [-10.367510, 11.598110, 0.533880], [-11.824070, 11.252760, 1.482910], [-12.160860, 13.456110, 0.340630], [-13.162090, 12.160500, -0.351540], [-11.429610, 11.734630, -1.927080], [-12.111300, 14.690040, -1.734840], [-13.113450, 13.409440, -2.459790], [-10.344000, 14.554850, -3.307220], [-11.806070, 14.511870, -4.308500], [-9.697410, 11.987510, -5.862490], [-9.101050, 13.402920, -5.000080], [-10.313860, 13.676140, -6.000150], [-14.367680, 13.564160, 2.481180], [-15.598030, 13.755000, 3.182810], [-16.753870, 13.931830, 2.349720], [-17.889140, 14.674120, 3.135690], [-18.107940, 13.792120, 4.317670], [-18.707720, 14.545270, 5.363240], [-19.103810, 13.645090, 6.484300], [-19.533030, 14.232010, 7.776900], [-18.404690, 14.525330, 8.566730], [-14.212660, 14.486590, 1.921550], [-14.591340, 12.703220, 1.851220], [-13.457760, 13.391520, 3.055930], [-17.185300, 12.999300, 1.985920], [-16.536060, 14.544450, 1.474880], [-18.787020, 14.909380, 2.564240], [-17.396730, 15.594110, 3.450720], [-17.171900, 13.544560, 4.605150], [-19.556050, 15.081580, 4.938020], [-17.996350, 15.307270, 5.681690], [-18.369670, 12.883780, 6.748050], [-19.993840, 13.127660, 6.126230], [-17.754090, 13.660270, 8.695070], [-18.730820, 14.787420, 9.573240], [-17.813720, 15.374460, 8.223450], [-13.937060, 17.355550, 5.574390], [-13.696880, 16.688550, 4.365040], [-12.456780, 17.222720, 3.752160], [-12.165940, 16.528760, 2.543940], [-14.733660, 17.885080, 5.493000], [-13.553340, 15.628650, 4.575100], [-14.553040, 16.748460, 3.693100], [-11.563810, 17.067010, 4.357520], [-12.516100, 18.297040, 3.577760], [-11.435210, 15.915090, 2.649020], [-19.593710, 9.452150, 10.404110], [-18.672060, 10.375240, 9.783250], [-17.841260, 11.128210, 10.864310], [-17.038830, 10.211440, 11.499850], [-20.137340, 9.159710, 9.668890], [-18.013990, 9.829840, 9.106800], [-19.199870, 11.088890, 9.150620], [-18.545540, 11.560620, 11.575030], [-17.202420, 11.904360, 10.442920], [-17.605010, 9.569350, 11.934330], [-16.212340, 19.217850, 6.002660], [-16.705440, 18.251920, 6.998400], [-16.403380, 18.610800, 8.492570], [-16.914670, 17.559750, 9.351940], [-16.659380, 20.053320, 6.156780], [-17.758570, 18.096810, 6.763930], [-16.268320, 17.270750, 6.813160], [-16.899010, 19.555160, 8.717600], [-15.322620, 18.694510, 8.606830], [-16.981740, 17.919020, 10.239650], [-15.431950, 16.849600, -0.201810], [-14.413600, 17.865930, -0.055250], [-13.238320, 17.629090, -1.062040], [-13.582560, 17.598800, -2.412000], [-16.175090, 17.179550, 0.308560], [-14.835500, 18.857770, -0.217600], [-13.988810, 17.846600, 0.948380], [-12.907900, 16.682810, -0.633710], [-12.478390, 18.404410, -0.964670], [-14.324060, 16.997510, -2.513050], [-21.891320, 13.484170, 8.402840], [-22.040890, 13.332140, 9.834640], [-22.252340, 11.890560, 10.261350], [-23.577600, 11.643490, 9.974600], [-21.028340, 13.890510, 8.294460], [-21.089540, 13.616840, 10.284060], [-22.814090, 13.950950, 10.289990], [-22.042380, 11.779790, 11.325180], [-21.626020, 11.174630, 9.729110], [-24.142660, 12.249450, 10.459490], [-22.594420, 11.176550, 6.846510], [-23.964000, 11.149290, 6.602330], [-24.491410, 12.469180, 6.088220], [-24.423820, 13.224500, 7.297840], [-22.414440, 11.965860, 7.362460], [-24.195890, 10.370830, 5.875470], [-24.515720, 10.725340, 7.441370], [-25.523400, 12.427270, 5.739870], [-23.826960, 12.985740, 5.395560], [-23.550730, 13.260540, 7.695340], [-10.641400, 10.427660, 6.179130], [-11.754040, 9.637670, 5.865910], [-12.167620, 9.630790, 4.416720], [-12.723020, 10.863070, 4.012020], [-10.945580, 11.338130, 6.190100], [-11.566070, 8.617710, 6.201230], [-12.595050, 9.966840, 6.476200], [-12.845450, 8.794830, 4.244050], [-11.321850, 9.464570, 3.749540], [-13.647570, 10.978920, 4.243100]], "forces_ev_per_a": [[1.378, -0.217, -1.083], [-1.370, 0.969, -0.490], [0.071, 0.695, 0.287], [0.391, -1.940, -0.145], [-1.698, -0.265, -1.928], [0.249, 1.171, 1.062], [-0.606, -0.803, 0.779], [0.418, 0.236, -0.086], [-0.401, -0.389, -0.024], [0.348, 0.027, -0.114], [-0.170, -0.069, 0.057], [0.124, 0.103, 0.099], [-0.760, 0.004, 0.277], [0.387, 0.013, 0.608], [-0.078, 0.104, 0.404], [0.138, -0.305, -0.192], [0.892, 0.651, -0.064], [0.669, 0.234, 0.281], [-0.440, 0.127, 0.342], [0.065, -0.184, -0.043], [0.410, 0.156, 0.239], [-0.596, -0.284, -0.170], [0.149, -0.279, 0.002], [0.313, -0.005, 0.042], [-0.797, 0.985, -0.173], [0.536, -0.648, -0.257], [-0.107, -0.940, 0.607], [-0.741, 0.423, -0.623], [0.255, -0.335, 0.717], [0.554, -0.555, -0.398], [-1.510, 1.121, -0.836], [0.307, -0.013, -0.190], [0.710, -0.616, 1.169], [0.224, -0.301, -0.006], [0.569, -0.418, 0.036], [-0.461, 0.298, 0.324], [0.115, -0.318, 0.351], [0.108, 0.727, -0.290], [0.071, -0.070, 0.217], [0.243, 0.044, -0.104], [-0.060, 0.380, -0.204], [-0.093, 0.443, -0.507], [0.161, -0.194, 0.102], [0.338, -0.620, -0.114], [-0.048, 0.527, 0.558], [-0.378, -0.053, -0.024], [-0.013, 0.146, 0.097], [0.180, -0.045, -0.364], [-0.355, 0.231, -0.010], [0.152, 0.188, -0.177], [0.439, -0.106, 1.490], [-0.419, -0.607, -1.928], [-1.166, 0.103, 0.598], [-0.304, 1.958, -0.628], [-0.282, -2.238, 0.333], [0.732, 1.765, 0.397], [0.283, -1.114, 0.330], [0.069, 0.077, 0.558], [0.065, -0.162, -0.271], [0.437, 0.079, -0.221], [0.019, 0.384, -0.002], [0.206, -0.136, 0.065], [0.113, 0.211, 0.669], [0.094, 0.253, 0.143], [-0.220, -1.396, -0.382], [0.033, 0.241, -0.419], [-0.539, -0.416, 1.030], [0.158, 0.026, -0.313], [0.158, 0.025, -0.097], [0.426, 0.614, -0.369], [-0.189, -0.323, -0.286], [0.162, 0.255, -0.492], [1.062, 0.608, -0.289], [-1.634, -1.608, -1.429], [0.231, 1.116, 2.486], [0.580, -2.195, -0.062], [-0.374, 2.803, -0.216], [2.086, -1.771, -1.918], [-2.455, -0.674, 1.083], [2.090, 0.744, -1.320], [-0.368, 0.981, 1.062], [-0.387, 0.354, 0.289], [0.510, -0.755, 0.069], [-0.255, 0.334, -0.391], [0.316, 0.253, 0.063], [0.059, 0.372, 0.551], [0.268, -0.080, 0.083], [-0.647, 0.297, -0.083], [-0.193, 0.213, -0.475], [0.135, -0.211, 0.312], [-0.270, 0.361, -0.494], [0.489, -0.480, -0.133], [-0.018, 0.474, -0.001], [-0.625, -0.159, 0.408], [0.402, -0.542, 0.907], [-1.051, -0.375, -0.450], [-1.213, 0.234, -1.143], [-0.705, 0.377, 1.027], [-0.850, 0.969, -0.420], [2.409, -1.650, 0.746], [-0.339, 0.189, -1.513], [0.381, 1.350, 0.635], [-1.820, -0.796, 1.295], [1.257, 0.138, -1.665], [0.241, 0.294, 0.976], [0.271, -0.149, -0.527], [0.814, -0.016, -0.488], [-0.670, -0.190, 0.736], [0.366, -0.464, 0.085], [0.440, 0.050, -0.142], [0.054, -0.351, -0.043], [-0.262, 0.567, 0.173], [0.110, -0.141, 0.228], [-0.283, -0.044, 0.241], [0.096, 0.476, 0.449], [0.371, 0.107, -0.296], [-0.045, -0.298, 0.183], [0.130, -0.184, -0.308], [-0.308, 0.085, -0.018], [-0.030, -0.048, -0.332], [-0.217, 0.232, 0.617], [-0.353, -0.588, 0.293], [1.595, -0.212, -0.653], [-0.486, 0.107, -0.910], [0.035, 0.316, -0.016], [-0.115, -0.187, -0.055], [0.000, 0.104, -0.252], [-0.309, 0.223, 0.795], [-0.164, 0.051, -0.247], [-0.041, 0.121, 0.201], [0.656, 0.818, -0.247], [0.266, 0.686, 0.140], [-1.655, -0.718, -1.138], [1.329, -0.751, 0.949], [-0.282, -0.336, 0.151], [0.350, -0.096, 0.135], [-0.323, 0.263, 0.051], [-0.156, 0.410, 0.011], [-0.132, -0.036, -0.183], [-0.038, -0.172, 0.028], [0.156, -1.186, 1.267], [-0.157, 0.124, 0.034], [-0.609, -0.470, -0.842], [0.241, 0.569, -0.957], [-0.007, 0.099, 0.077], [-0.283, 0.175, 0.590], [0.436, 0.211, -0.312], [0.110, 0.161, 0.167], [0.036, 0.160, 0.020], [0.022, 0.008, 0.053], [1.643, 0.404, -0.524], [0.059, 0.235, -0.978], [-1.170, -0.140, 1.825], [-0.206, -0.095, -0.291], [-0.876, 0.100, 0.410], [-0.293, 0.168, -0.080], [0.157, -0.112, 0.137], [0.852, -0.416, -0.679], [-0.020, -0.134, 0.295], [-0.192, -0.139, -0.015], [-1.571, -0.431, 1.599], [2.186, -0.541, -0.019], [-0.049, 1.205, -0.076], [-1.619, -1.644, -0.391], [0.703, 0.245, -0.663], [0.192, 0.490, 0.093], [-0.206, 0.173, -0.411], [0.173, 0.042, 0.272], [-0.082, 0.162, -0.174], [0.004, 0.035, -0.007], [0.537, -0.253, -0.201], [-1.004, -1.864, -2.004], [1.068, 0.033, 2.467], [-1.853, 1.719, 0.221], [0.426, 0.113, 0.357], [0.663, -0.230, -0.637], [-0.218, 0.912, 0.565], [0.083, 0.085, 0.094], [-0.065, -0.568, -0.659], [0.264, 0.114, -0.378], [0.396, -0.345, -0.146], [-0.241, -0.417, 0.460], [-0.094, 0.214, -0.228], [0.970, 0.478, -0.601], [0.082, 0.586, -0.144], [0.287, -0.155, -0.108], [-0.445, 0.087, 0.011], [-0.341, -0.112, 0.039], [0.272, -0.037, 0.190], [-0.862, -0.247, 0.440]], "lowdin_charge": [-0.060, -0.211, -0.169, -0.164, -0.060, -0.196, -0.171, -0.180, -0.066, 0.075, 0.082, 0.070, 0.111, 0.109, 0.092, 0.109, 0.067, 0.119, 0.107, 0.109, 0.104, 0.076, 0.059, 0.082, -0.123, -0.210, -0.234, -0.181, -0.049, -0.217, -0.180, -0.244, -0.057, 0.090, 0.091, 0.075, 0.117, 0.122, 0.125, 0.116, 0.103, 0.091, 0.126, 0.130, 0.105, 0.057, 0.080, 0.097, -0.108, -0.203, -0.189, -0.166, -0.060, -0.171, -0.127, -0.214, -0.106, 0.085, 0.086, 0.084, 0.119, 0.109, 0.115, 0.118, 0.079, 0.112, 0.103, 0.116, 0.085, 0.073, 0.074, 0.087, -0.091, -0.181, -0.273, -0.230, -0.063, -0.148, -0.208, -0.194, -0.080, 0.073, 0.091, 0.090, 0.125, 0.107, 0.116, 0.115, 0.106, 0.093, 0.108, 0.113, 0.108, 0.083, 0.072, 0.073, -0.067, -0.242, -0.187, -0.148, -0.040, -0.234, -0.131, -0.216, -0.091, 0.082, 0.094, 0.069, 0.114, 0.110, 0.123, 0.103, 0.073, 0.125, 0.115, 0.109, 0.130, 0.077, 0.092, 0.070, -0.052, -0.261, -0.241, -0.073, 0.041, 0.089, 0.124, 0.119, 0.124, 0.081, -0.068, -0.216, -0.253, -0.054, 0.080, 0.104, 0.102, 0.118, 0.106, 0.094, -0.090, -0.188, -0.194, -0.076, 0.082, 0.106, 0.092, 0.114, 0.120, 0.083, -0.095, -0.223, -0.255, -0.049, 0.006, 0.108, 0.094, 0.095, 0.124, 0.081, -0.096, -0.180, -0.256, -0.047, 0.030, 0.112, 0.127, 0.121, 0.109, 0.097, -0.055, -0.290, -0.195, -0.102, 0.024, 0.108, 0.116, 0.119, 0.119, 0.016, -0.052, -0.254, -0.236, -0.093, 0.030, 0.119, 0.110, 0.112, 0.105, 0.023]}